Entry 1:
# C19H18F2O2

2 unconnected molecules or ions with the total composition C19H18F2O2 (ωB97M-V with the def2-TZVPD basis set, the OMol25 dataset).

- energy above the lowest of the compared OMol25 structures with the same formula, charge and spin (kJ/mol) = 0.00
- E (hartree) = -1084.9235
- orbital gap (eV) = 4.860
- lowest unoccupied orbital energy (eV) = -2.170

The geometry in ORCA input format:
```
! RIJCOSX wB97M-V def2-TZVPD def2/J DEFGRID3
* xyz 0 1
C 0.184 -1.849 1.861
C 0.115 -0.439 2.302
C 1.409 0.245 2.487
C 1.573 1.725 2.244
O 2.409 -0.412 2.822
C -1.124 0.288 2.535
C -2.447 -0.246 2.015
O -1.137 1.343 3.200
H -0.799 -2.334 1.851
H 0.616 -1.925 0.845
H 0.853 -2.417 2.526
H 0.650 2.285 2.396
H 2.345 2.099 2.924
H 1.941 1.881 1.220
H -2.432 -1.319 1.808
H -3.239 -0.024 2.740
H -2.699 0.284 1.084
F 4.888 -4.146 5.382
C 3.720 -3.429 5.362
C 2.556 -4.068 4.941
C 1.390 -3.321 4.887
C 1.357 -1.942 5.258
C 0.106 -1.259 5.205
C -0.354 -0.247 6.093
C -1.734 0.123 6.031
C -2.312 0.990 6.940
C -1.480 1.576 7.897
F -2.045 2.413 8.822
C -0.115 1.311 7.980
C 0.430 0.374 7.110
C 2.596 -1.334 5.610
C 3.758 -2.084 5.735
H 2.566 -5.120 4.661
H 0.452 -3.790 4.581
H -0.673 -1.739 4.606
H -2.345 -0.324 5.246
H -3.375 1.220 6.904
H 0.499 1.812 8.726
H 1.471 0.088 7.223
H 2.640 -0.250 5.733
H 4.682 -1.630 6.090
*
```

Entry 2:
# C19H18F7I2N5O15P

A molecular structure, C19H18F7I2N5O15P (ωB97M-V with the def2-TZVPD basis set, the OMol25 dataset).

- E (hartree) = -3772.9427
- orbital gap (eV) = 4.881
- lowest unoccupied orbital energy (eV) = 0.944

The geometry in ORCA input format:
```
! RIJCOSX wB97M-V def2-TZVPD def2/J DEFGRID3
* xyz -1 1
C 2.551 0.341 -1.269
C 1.820 1.442 -0.514
C 0.886 0.959 0.618
O 0.031 -0.129 0.274
C -1.180 -0.080 -0.369
I -2.874 0.319 0.999
C -1.380 0.904 -1.503
O -0.388 0.711 -2.481
N -0.206 1.914 -3.251
O 0.682 1.814 -3.975
C -1.513 -1.508 -0.845
O -1.392 -2.340 0.290
C -1.957 -3.615 0.224
N -3.125 -3.775 -0.562
I -0.504 -5.118 -0.390
P -2.357 -3.978 1.998
O -1.308 -3.462 2.888
O -3.766 -3.298 2.229
O -2.580 -5.532 2.157
C -0.674 -2.015 -2.009
O -1.245 -2.323 -3.017
N 0.715 -2.061 -1.865
C 1.373 -2.291 -3.101
O 1.654 -1.473 -3.871
F 1.686 -3.561 -3.229
C 0.220 2.187 1.325
O -0.354 2.090 2.367
C 0.421 3.636 0.811
F 1.754 3.907 0.901
F 0.052 3.823 -0.467
C -0.227 4.740 1.701
F 0.375 4.759 2.895
F 0.085 5.899 1.066
C -1.777 4.701 1.851
F -2.256 5.960 1.673
F -2.307 3.935 0.878
C -2.290 4.275 3.248
O -1.915 4.792 4.236
O -3.232 3.304 3.226
C 1.802 0.364 1.698
C 1.904 -1.009 1.871
C 2.738 -1.531 2.855
N 3.481 -0.774 3.662
C 3.375 0.543 3.496
C 2.566 1.163 2.552
H 2.081 0.126 -2.216
H 3.586 0.608 -1.436
H 2.548 -0.588 -0.716
H 2.566 2.033 0.000
H 1.311 2.106 -1.195
H -1.429 1.923 -1.132
H -2.361 0.701 -1.927
H -2.522 -1.446 -1.230
H -2.979 -3.679 -1.558
H -3.891 -3.204 -0.231
H -3.577 -2.556 2.822
H -1.770 -5.841 2.585
H 1.002 -2.752 -1.177
H -3.960 3.597 2.663
H 1.323 -1.678 1.264
H 2.791 -2.599 2.988
H 3.964 1.164 4.154
H 2.537 2.237 2.501
N 2.355 -2.190 -6.857
O 1.207 -2.679 -6.945
O 3.343 -2.942 -6.707
O 2.514 -0.953 -6.920
*
```

Entry 3:
# C19H18IrNOS

A molecular structure, C19H18IrNOS (ωB97M-V with the def2-TZVPD basis set, the OMol25 dataset).

- energy above the lowest of the compared OMol25 structures with the same formula, charge and spin (kJ/mol) = 278.21
- E (hartree) = -1366.6424
- orbital gap (alpha / beta) (eV) = 6.655 / 5.233
- lowest unoccupied orbital energy (alpha / beta) (eV) = -3.394 / -6.495

The geometry in ORCA input format:
```
! RIJCOSX wB97M-V def2-TZVPD def2/J DEFGRID3
* xyz 1 6
C 0.849 -1.860 3.347
C -0.803 -1.957 3.285
C -1.102 -2.032 1.851
H -1.532 -2.282 4.013
C 0.136 -2.045 1.067
C 1.268 -1.907 1.943
H 2.282 -2.072 1.588
H 1.549 -2.069 4.145
H -2.059 -2.279 1.416
H 0.195 -2.593 0.144
C -1.130 2.006 1.612
C -1.029 1.884 3.060
C 0.411 2.046 3.437
H -1.890 1.780 3.704
C 1.156 2.133 2.197
C 0.246 2.145 1.064
H 0.433 2.652 0.115
H -2.044 2.209 1.072
H 0.775 2.339 4.415
H 2.242 2.203 2.106
Ir -0.060 0.067 1.232
O -0.791 0.312 -0.536
C -1.166 -0.772 -1.420
C -0.019 -1.025 -2.286
H -1.457 -1.681 -0.872
H -1.994 -0.345 -2.003
H 0.729 -1.750 -1.945
H 0.995 -2.028 -4.438
C 0.779 -0.965 -4.560
C 0.220 -0.294 -3.434
C -0.087 1.103 -3.566
H -0.467 1.612 -2.676
C 0.126 1.749 -4.773
H -0.094 2.816 -4.875
C 0.624 1.046 -5.881
H 0.769 1.556 -6.837
C 0.940 -0.319 -5.770
H 1.307 -0.874 -6.635
S -0.046 -0.273 3.499
C -0.215 -0.196 5.530
N -0.042 -0.036 6.663
*
```

- Among the records above, which one has the highest E?
  C19H18F2O2